Density functional theory data (ωB97M-V/def2-TZVPD) for C2F6GaNO3S2 as an isolated structure in a non-equilibrium geometry.

Last column: Löwdin charge in e.
Element x y z (Å)
O1 -2.61459 -0.12558 -0.67241  -0.371
Ga1 -1.87854 -0.16500 0.94471  0.797
N1 0.32262 0.60333 0.43911  -0.317
S1 -0.71434 0.41801 -1.25606  1.209
C1 -0.77791 2.26706 -1.28261  -0.852
F1 0.40475 2.73602 -1.65525  0.161
F2 -1.09033 2.78830 -0.10848  0.135
F3 -1.68927 2.64927 -2.17253  0.160
S2 0.62979 -0.63999 1.30358  0.656
O2 -0.67211 -1.34244 1.67663  -0.255
O3 1.55318 -0.45701 2.42548  -0.179
C2 1.47605 -1.94897 0.27318  -0.681
F4 0.67277 -2.36837 -0.69131  0.155
F5 2.57319 -1.43480 -0.25933  0.188
F6 1.80472 -2.97982 1.03530  0.195

Values from the calculation:
Orbital gap (spin up / spin down): 6.088 / 8.332 eV
2S+1: 2
Charge: +1
HOMO level (spin up / spin down): -14.0427 / -16.2662 eV
Electronic energy: -100044.2420 eV
LUMO level (spin up / spin down): -7.954 / -7.934 eV

Density functional theory data (ωB97M-V/def2-TZVPD) for C2F6KO6S2 as an isolated structure in a non-equilibrium geometry.

Last column: Löwdin charge in e.
Element x y z (Å)
K1 3.41471 18.56747 15.47486  0.911
C1 4.41555 22.20064 16.66435  -0.569
F1 3.10961 22.59947 16.69728  0.092
F2 4.66740 21.42943 15.54889  0.057
F3 5.36078 23.19992 16.71515  0.090
S1 4.64927 21.12868 18.16350  0.488
O1 5.99255 20.57371 18.08905  -0.321
O2 4.28662 21.88573 19.43460  -0.367
O3 3.73030 20.06169 17.86798  -0.424
C2 7.42642 15.61976 14.01583  -0.521
F4 8.29246 14.92978 14.78408  0.096
F5 8.17405 16.67687 13.46134  0.065
F6 6.74958 14.82458 13.13180  0.090
S2 6.09017 16.21402 15.33224  0.568
O4 4.81830 16.49801 14.58639  -0.512
O5 5.86477 15.12093 16.36032  -0.374
O6 6.65117 17.42873 16.00868  -0.368

Values from the calculation:
Orbital gap: 7.924 eV
2S+1: 1
Charge: -1
HOMO level: -6.2415 eV
Energy above the lowest of the compared OMol25 structures with the same formula, charge and spin: 191.4 kJ/mol
Electronic energy: -68662.3652 eV
LUMO level: 1.682 eV

Density functional theory data (ωB97M-V/def2-TZVPD) for C2F6KO6S2 as an isolated structure in a non-equilibrium geometry.

Last column: Löwdin charge in e.
Element x y z (Å)
K1 -3.69765 5.10391 0.50696  0.972
C1 -1.40775 1.01664 0.75273  -0.688
F1 -0.54852 0.02788 0.92085  0.154
F2 -2.26249 0.68836 -0.21480  0.124
F3 -2.12083 1.16331 1.88342  0.102
S1 -0.58715 2.59468 0.30361  0.467
O1 -1.76447 3.48664 0.31741  -0.544
O2 0.34146 2.86833 1.37345  -0.308
O3 -0.05155 2.37022 -1.01064  -0.291
C2 1.96075 -1.68013 -0.64591  -0.657
F4 1.46741 -0.83826 -1.56114  0.110
F5 3.25518 -1.91747 -0.96062  0.086
F6 1.95608 -1.04310 0.54312  0.093
S2 0.98521 -3.25808 -0.56412  0.427
O4 1.89500 -4.18436 0.08822  -0.355
O5 -0.15690 -2.85556 0.22582  -0.345
O6 0.73622 -3.54298 -1.95834  -0.348

Values from the calculation:
Orbital gap: 4.956 eV
2S+1: 1
Charge: -1
HOMO level: -4.9619 eV
Energy above the lowest of the compared OMol25 structures with the same formula, charge and spin: 205.2 kJ/mol
Electronic energy: -68662.2226 eV
LUMO level: -0.006 eV

Density functional theory data (ωB97M-V/def2-TZVPD) for an isolated molecule of C2F6N2O2 in a non-equilibrium geometry.

Last column: Löwdin charge in e.
Element x y z (Å)
C1 1.05928 -0.58765 0.94102  -0.671
C2 -0.31886 1.03555 -1.40306  -0.762
N1 -1.21111 -0.94070 1.28417  -0.092
N2 -0.42184 -0.06971 0.91180  0.133
O1 -2.31003 -1.24940 1.10907  0.138
O2 -0.57522 1.26734 -0.07374  0.085
F1 1.24447 -1.37328 1.94260  0.229
F2 1.26132 -1.22252 -0.17222  0.215
F3 1.92258 0.37225 1.03599  0.228
F4 -0.82140 2.02770 -2.08760  0.209
F5 0.98139 0.88585 -1.67036  0.148
F6 -0.81060 -0.14542 -1.81767  0.141

Values from the calculation:
Orbital gap (spin up / spin down): 9.645 / 9.647 eV
2S+1: 1
SMILES: O=NN(OC(F)(F)F)C(F)(F)F
Charge: 0
HOMO level (spin up / spin down): -10.3937 / -10.3949 eV
Energy above the lowest of the compared OMol25 structures with the same formula, charge and spin: 85.8 kJ/mol
Electronic energy: -25449.2457 eV
LUMO level (spin up / spin down): -0.749 / -0.748 eV

Density functional theory data (ωB97M-V/def2-TZVPD) for C2F6NO3S2Zn as an isolated structure in a non-equilibrium geometry.

Last column: Löwdin charge in e.
Element x y z (Å)
N1 0.56731 0.21781 1.48980  -0.545
S1 1.79316 1.11460 0.86802  0.939
O1 -0.05956 0.54946 -1.95031  -0.357
C1 2.71797 -0.09534 -0.17634  -0.888
F1 2.19831 -1.31629 -0.22124  0.129
F2 3.96484 -0.18626 0.27375  0.101
F3 2.74288 0.40718 -1.40671  0.076
S2 -0.96162 0.12373 0.89872  0.675
O2 -1.38553 1.52527 0.48324  -0.470
O3 -1.56780 -0.30199 2.17865  -0.317
C2 -2.17605 -0.86178 -0.16309  -0.667
F4 -2.66527 -0.05127 -1.12601  0.103
F5 -1.57257 -1.92432 -0.66252  0.155
F6 -3.23450 -1.28008 0.51153  0.161
Zn1 -0.36156 2.07929 -0.99748  0.904

Values from the calculation:
Orbital gap (spin up / spin down): 7.136 / 7.209 eV
2S+1: 2
Charge: 0
HOMO level (spin up / spin down): -9.8144 / -9.7918 eV
Electronic energy: -96093.7712 eV
LUMO level (spin up / spin down): -2.678 / -2.583 eV

Density functional theory data (ωB97M-V/def2-TZVPD) for an isolated molecule of C2FN3OS in a non-equilibrium geometry.

Last column: Löwdin charge in e.
Element x y z (Å)
C1 0.81949 0.49061 1.00918  -0.429
C2 -0.55003 -0.26705 -0.55605  -0.867
N1 1.62045 -0.51811 0.93501  0.152
N2 1.59126 -0.93909 -0.52306  0.098
N3 0.50866 -0.82878 -1.17987  0.041
O1 -0.22511 0.86059 0.20279  0.034
F1 0.92323 1.47230 1.88226  0.168
S1 -2.13547 -0.34218 -0.99413  0.802

Values from the calculation:
Orbital gap: 7.924 eV
2S+1: 1
SMILES: Fc1nnnc(=S)o1
Charge: 0
HOMO level: -10.1045 eV
Energy above the lowest of the compared OMol25 structures with the same formula, charge and spin: 73.8 kJ/mol
Electronic energy: -22140.5232 eV
LUMO level: -2.180 eV

Density functional theory data (ωB97M-V/def2-TZVPD) for C2H10AlN4O4 as an isolated structure in a non-equilibrium geometry.

Last column: Löwdin charge in e.
Element x y z (Å)
Al1 -0.14334 0.38553 -0.10950  0.963
O1 -2.12081 1.00782 0.44432  -0.064
H1 -2.87799 1.30434 0.98588  0.124
O2 1.58392 -0.87635 -0.00582  -0.257
H2 1.79417 -1.59833 -0.62957  0.007
C1 -0.86229 0.01333 2.59152  -0.635
O3 -0.01684 -0.28981 1.76762  0.079
N1 -0.73908 -0.10922 3.86251  0.205
N2 -2.06943 0.54007 2.35630  0.133
H3 -1.49249 0.13727 4.48839  0.138
H4 0.16630 -0.37895 4.21979  0.143
H5 -2.31975 0.70135 1.39119  -0.297
H6 -2.56694 0.87911 3.16723  0.126
C2 1.15870 0.00157 -2.72532  -0.712
O4 0.45243 0.53464 -1.94271  0.098
N3 2.32414 -0.48741 -2.39881  0.210
N4 0.90923 0.00791 -3.98549  0.236
H7 2.51997 -0.66749 -1.42448  0.069
H8 2.88438 -0.83098 -3.16574  0.142
H9 0.01431 0.35851 -4.29582  0.149
H10 1.40141 -0.63290 -4.59146  0.143

Values from the calculation:
Orbital gap: 7.686 eV
2S+1: 1
Charge: +1
HOMO level: -12.7163 eV
Energy above the lowest of the compared OMol25 structures with the same formula, charge and spin: 0.0 kJ/mol
Electronic energy: -22974.9654 eV
LUMO level: -5.030 eV

Density functional theory data (ωB97M-V/def2-TZVPD) for C2H10BClCoN2O8 as an isolated structure in a non-equilibrium geometry.

Last column: Löwdin charge in e.
Element x y z (Å)
Co1 -24.03380 18.38642 7.76563  1.093
Cl1 -26.80652 17.58566 9.33329  0.667
O1 -27.99377 16.82202 9.23188  -0.280
O2 -25.90455 17.24795 8.19771  -0.419
O3 -27.04592 19.00702 9.29276  -0.354
O4 -26.07634 17.31049 10.54141  -0.335
B1 -23.17450 17.46379 5.93738  -0.303
H1 -22.60633 17.52732 6.96930  -0.030
H2 -24.30615 17.73063 6.10801  -0.037
H3 -22.76839 18.24105 5.16159  -0.004
H4 -23.05349 16.36436 5.57140  0.014
C1 -28.38927 14.45140 12.06375  0.040
N1 -27.43825 13.45740 11.52954  -0.449
O5 -27.61423 12.29407 11.83841  0.058
O6 -26.60365 13.84513 10.74295  0.071
H5 -29.41441 14.10081 11.96651  0.101
H6 -28.28552 15.35590 11.47301  0.073
H7 -28.23413 14.60490 13.12856  0.102
C2 -30.04924 19.99484 10.88434  0.043
N2 -31.50848 20.31869 10.87345  -0.454
O7 -31.80996 21.46484 10.60847  0.058
O8 -32.28065 19.43145 11.17418  0.063
H8 -29.87980 19.13457 11.51852  0.095
H9 -29.56148 20.90795 11.21253  0.096
H10 -29.72413 19.83490 9.85858  0.093

Values from the calculation:
Orbital gap (spin up / spin down): 7.775 / 7.259 eV
2S+1: 4
Charge: 0
HOMO level (spin up / spin down): -10.8563 / -10.8562 eV
Energy above the lowest of the compared OMol25 structures with the same formula, charge and spin: 0.0 kJ/mol
Electronic energy: -72404.9885 eV
LUMO level (spin up / spin down): -3.081 / -3.597 eV

Density functional theory data (ωB97M-V/def2-TZVPD) for C2H10CdN3Se as an isolated structure in a non-equilibrium geometry.

Last column: Löwdin charge in e.
Element x y z (Å)
C1 -2.19369 0.78367 -1.43666  -0.375
Cd1 -0.32030 0.29667 -0.02085  0.902
N1 1.88471 0.01399 0.95282  -0.132
N2 0.93106 -0.85828 -1.84715  -0.175
H1 1.83532 -0.87204 1.46310  -0.004
H2 -1.35909 1.49793 -1.03337  -0.112
H3 -3.13238 1.20757 -1.06600  -0.007
H4 -2.20352 -0.29036 -1.18185  -0.038
H5 -2.14463 0.86290 -2.52806  -0.012
H6 1.28165 -1.77530 -1.56824  -0.032
H7 1.73640 -0.27727 -2.09772  -0.039
H8 0.36815 -0.97766 -2.69454  -0.028
H9 2.72504 -0.01036 0.37518  -0.019
H10 2.01642 0.73418 1.66544  -0.003
Se1 -0.13169 -0.01168 4.94424  0.328
C2 -0.52619 -0.12169 3.23580  -1.088
N3 -0.76735 -0.20215 2.07677  -0.165

Values from the calculation:
Orbital gap: 3.870 eV
2S+1: 1
Charge: -1
HOMO level: -0.5559 eV
Energy above the lowest of the compared OMol25 structures with the same formula, charge and spin: 0.0 kJ/mol
Electronic energy: -76615.0985 eV
LUMO level: 3.314 eV

Density functional theory data (ωB97M-V/def2-TZVPD) for C2H10CsO4 as an isolated structure in a non-equilibrium geometry.

Last column: Löwdin charge in e.
Element x y z (Å)
Cs1 -1.38937 -1.99334 -0.25890  1.225
O1 -4.34590 -1.01709 -0.58408  -0.113
H1 -4.43695 -1.53367 -1.38476  0.038
H2 -3.75371 -0.30446 -0.82428  0.001
O2 0.18423 -0.99434 -2.77293  -0.096
H3 -0.57192 -1.37647 -3.21841  0.031
H4 -0.19030 -0.34125 -2.18179  -0.035
C1 2.36066 0.55952 1.03963  -0.206
C2 1.09303 1.05620 1.77859  -0.220
O3 -0.07598 0.28359 1.52689  -0.147
O4 2.20521 0.70417 -0.37127  -0.031
H5 2.54536 -0.46403 1.36573  0.114
H6 3.25070 0.96429 1.52140  0.130
H7 0.92273 2.08779 1.47046  0.127
H8 1.14059 1.18937 2.85937  0.132
H9 -0.21231 0.56698 0.61985  0.010
H10 1.27391 0.61275 -0.58549  0.040

Values from the calculation:
Orbital gap: 9.467 eV
2S+1: 1
Charge: +1
HOMO level: -13.7857 eV
Energy above the lowest of the compared OMol25 structures with the same formula, charge and spin: 100.5 kJ/mol
Electronic energy: -10967.1245 eV
LUMO level: -4.319 eV

Density functional theory data (ωB97M-V/def2-TZVPD) for a 2-piece molecular cluster, C2H10N overall in a non-equilibrium geometry.

Last column: Löwdin charge in e.
Element x y z (Å)
N1 0.67599 -1.15090 -1.65484  0.330
H1 1.50460 -1.72602 -1.42844  0.172
H2 0.94727 -0.39472 -2.29338  0.171
H3 -0.07005 -1.77029 -1.97885  0.166
H4 0.39479 -0.72028 -0.75667  0.092
C1 -1.13358 0.55304 0.88049  -0.166
C2 0.32893 0.93871 1.14820  -0.154
H5 -1.56811 -0.17440 1.55868  0.074
H6 -1.26966 0.10471 -0.10877  0.036
H7 -1.78162 1.42540 0.94546  0.077
H8 0.42948 1.30897 2.16154  0.078
H9 0.88474 -0.00974 1.16070  0.055
H10 0.65720 1.61553 0.36588  0.071

Values from the calculation:
Orbital gap: 11.558 eV
2S+1: 1
Charge: +1
HOMO level: -15.9483 eV
Energy above the lowest of the compared OMol25 structures with the same formula, charge and spin: 19.6 kJ/mol
Electronic energy: -3719.2116 eV
LUMO level: -4.390 eV

Density functional theory data (ωB97M-V/def2-TZVPD) for a 2-piece molecular cluster, C2H10N2 overall in a non-equilibrium geometry.

Last column: Löwdin charge in e.
Element x y z (Å)
N1 1.97015 1.20223 -2.69633  0.013
H1 2.66115 1.61456 -2.09063  0.001
H2 2.36289 0.59178 -3.40003  0.001
H3 1.33235 0.63682 -2.15933  -0.019
C1 0.07392 -0.71916 1.77340  -0.156
N2 -0.36009 -0.12556 0.51097  -0.188
C2 -1.80318 -0.05968 0.45898  -0.179
H4 -0.09680 0.01452 2.55913  0.073
H5 -0.51072 -1.61155 2.01425  0.072
H6 1.15614 -0.85316 1.77417  0.076
H7 -0.04146 -0.76436 -0.21820  0.087
H8 -2.38496 -0.78257 1.05395  0.069
H9 -2.23508 -0.01412 -0.54045  0.074
H10 -2.12430 0.87024 0.96009  0.076

Values from the calculation:
Orbital gap: 10.110 eV
2S+1: 1
SMILES: CNC.N
Charge: 0
HOMO level: -9.1186 eV
Energy above the lowest of the compared OMol25 structures with the same formula, charge and spin: 54.4 kJ/mol
Electronic energy: -5215.7877 eV
LUMO level: 0.991 eV